Entry 1:
The following is a DFT calculation (ωB97M-V with the def2-TZVPD basis set) of one molecule with the formula C6H10OSi2 at a distorted geometry.

Geometry as XYZ:
```
19
Properties=species:S:1:pos:R:3:forces:R:3
O 0.263 -0.626 1.860 0.524 1.656 -2.405
C -0.532 -0.645 0.721 -0.514 1.393 0.209
C -1.603 -1.492 0.696 -0.617 -2.907 2.046
C -2.505 -1.605 -0.360 -1.006 -2.388 0.216
C -2.265 -0.848 -1.449 0.222 1.651 -0.322
C -1.215 0.082 -1.433 -0.257 0.058 0.371
C -0.402 0.307 -0.319 1.397 -0.713 0.560
Si 1.000 1.633 -0.251 -0.705 -0.440 1.146
Si 3.153 1.192 0.545 1.094 -0.981 -0.491
H -0.116 -1.248 2.435 -0.599 -1.320 1.473
H -1.639 -2.198 1.601 -0.386 0.901 -1.413
H -3.353 -2.400 -0.535 1.743 1.620 1.318
H -3.046 -0.832 -2.179 0.230 -0.037 -0.966
H -1.075 0.651 -2.321 0.148 0.687 -0.471
H 0.680 2.886 0.506 -0.318 -0.326 -0.170
H 1.157 1.942 -1.612 0.234 0.593 -1.550
H 3.858 2.184 1.324 -0.284 0.892 0.580
H 4.200 1.055 -0.513 -0.475 0.029 -0.399
H 3.440 -0.039 1.285 -0.433 -0.366 0.267
```
Positions in Å, forces in eV/Å.

Properties
SMILES = Oc1ccccc1[SiH2][SiH3]
strongest force on any atom = 3.6 eV Å⁻¹
LUMO level = 0.7 eV
ΔE to the lowest compared entry with this formula, charge and spin = 224.7 kJ/mol
electronic energy = -888.77917 Ha
Kohn-Sham gap = 0.3604 Ha

***

Entry 2:
The following is a DFT calculation (ωB97M-V with the def2-TZVPD basis set) of one molecule with the formula C4H3NO2 at a distorted geometry.

Geometry as XYZ:
```
10
Properties=species:S:1:pos:R:3:forces:R:3
C -1.655 -0.159 0.295 -1.149 -0.342 -0.385
C -1.063 1.920 0.053 1.444 1.410 -0.262
C -2.911 -0.009 0.030 1.147 -1.571 0.854
C -0.342 -0.710 0.061 2.064 0.828 3.549
N 0.178 1.647 0.031 -1.074 1.492 0.271
O -4.059 0.141 -0.071 -0.707 0.433 -0.284
O 0.666 0.325 0.220 1.558 -1.395 -0.129
H 0.193 -1.491 0.789 -2.025 1.238 -1.306
H -0.293 -1.099 -0.899 0.046 -0.781 -2.126
H 1.013 2.310 0.079 -1.304 -1.313 -0.183
```
Positions in Å, forces in eV/Å.

Properties
spin multiplicity = 3
⟨S²⟩ = 2.02
strongest force on any atom = 4.2 eV Å⁻¹
LUMO level (spin up / spin down) = 0.7 / -2.4 eV
ΔE to the lowest compared entry with this formula, charge and spin = 482.0 kJ/mol
electronic energy = -359.13195 Ha
Kohn-Sham gap (spin up / spin down) = 0.2647 / 0.2384 Ha

***

Entry 3:
The following is a DFT calculation (ωB97M-V with the def2-TZVPD basis set) of C14H30N6O2PdS as an isolated structure.

Geometry as XYZ:
```
54
Properties=species:S:1:pos:R:3:forces:R:3
Pd 0.567 0.165 0.040 -0.152 0.310 0.085
N 2.727 -0.215 0.611 -0.051 -0.227 -0.032
C 3.246 -1.604 0.634 -0.034 0.046 0.044
C 3.309 -2.182 -0.777 -0.010 0.089 0.019
N 2.002 -2.226 -1.419 0.207 -0.288 -0.221
C 1.082 -3.269 -0.991 -0.020 0.058 0.111
C -0.371 -2.830 -0.917 -0.062 0.029 -0.071
N -0.558 -1.748 0.077 0.182 -0.030 0.043
C 1.841 -1.648 -2.744 -0.103 0.074 0.009
C 2.159 -0.163 -2.843 0.081 0.072 0.051
N 1.219 0.694 -2.063 -0.111 -0.156 -0.139
H 3.387 0.372 0.100 -0.043 0.080 0.039
H 2.708 0.155 1.561 0.062 -0.018 0.003
H 2.601 -2.204 1.276 0.002 0.002 -0.003
H 4.254 -1.646 1.050 -0.004 -0.015 0.008
H 3.668 -3.219 -0.729 0.051 0.029 0.043
H 3.994 -1.618 -1.408 0.015 -0.009 0.016
H 1.428 -3.654 -0.032 -0.005 -0.034 -0.012
H 1.185 -4.084 -1.724 -0.069 -0.014 0.023
H -0.961 -3.708 -0.648 -0.011 0.005 -0.010
H -0.740 -2.481 -1.880 -0.001 -0.015 -0.005
H -0.395 -2.117 1.014 -0.054 0.011 0.011
H -1.533 -1.451 0.070 -0.011 -0.045 0.000
H 0.835 -1.861 -3.100 0.012 -0.024 -0.020
H 2.537 -2.206 -3.391 -0.002 0.077 -0.046
H 2.121 0.099 -3.902 0.037 0.004 0.002
H 3.175 0.053 -2.515 -0.011 -0.017 0.026
H 0.382 0.846 -2.622 -0.002 -0.028 0.016
H 1.642 1.620 -1.997 -0.028 0.007 0.009
N -4.497 2.723 -3.267 0.056 -0.008 0.043
C -4.428 3.189 -2.053 -0.001 -0.088 -0.143
O -5.359 3.974 -1.654 -0.074 0.028 0.101
C -3.383 2.914 -1.031 0.006 0.070 0.028
C -3.379 3.710 0.118 0.043 0.011 -0.011
C -2.431 3.449 1.087 0.019 -0.009 0.016
C -1.534 2.416 0.881 0.021 0.067 -0.025
N -1.519 1.644 -0.223 0.070 0.014 0.059
C -2.436 1.897 -1.162 -0.077 -0.098 -0.032
H -5.275 2.967 -3.875 -0.008 0.001 0.006
H -3.768 2.150 -3.663 0.028 0.040 -0.015
H -4.088 4.519 0.253 0.002 0.004 -0.010
H -2.380 4.041 1.990 -0.009 0.007 -0.001
H -0.789 2.186 1.632 -0.009 0.010 0.002
H -2.429 1.254 -2.035 0.011 -0.023 0.015
C -1.330 0.176 4.315 0.034 -0.060 -0.021
S -0.039 -0.635 3.390 -0.036 -0.053 0.104
C 1.313 -0.443 4.540 -0.065 -0.033 -0.012
O 0.281 0.326 2.215 0.106 0.086 -0.085
H -1.516 -0.417 5.212 0.016 -0.006 0.003
H -2.232 0.184 3.705 0.003 0.024 -0.006
H -1.006 1.181 4.581 -0.013 0.009 -0.005
H 1.054 -0.997 5.444 -0.013 0.010 0.004
H 1.454 0.613 4.763 0.016 0.007 -0.005
H 2.206 -0.889 4.107 0.009 0.018 -0.010
```
Positions in Å, forces in eV/Å.

Properties
spin multiplicity = 5
⟨S²⟩ = 6.01
net charge = +4
strongest force on any atom = 0.4 eV Å⁻¹
LUMO level (spin up / spin down) = -11.9 / -14.9 eV
ΔE to the lowest compared entry with this formula, charge and spin = 100.6 kJ/mol
electronic energy = -1554.93055 Ha
Kohn-Sham gap (spin up / spin down) = 0.3314 / 0.2293 Ha

***

Entry 4:
The following is a DFT calculation (ωB97M-V with the def2-TZVPD basis set) of one molecule with the formula C2H6N2O2 at a distorted geometry.

Geometry as XYZ:
```
12
Properties=species:S:1:pos:R:3:forces:R:3
C -0.362 1.462 -0.216 1.451 -0.638 -0.510
N 0.022 -0.115 -0.052 0.945 2.518 -0.607
C 1.007 -0.727 0.780 1.804 0.593 2.802
N -0.763 -0.896 -0.801 1.381 -2.849 2.711
O -0.693 -2.166 -0.826 0.817 2.557 0.119
O -1.613 -0.237 -1.240 -4.955 0.696 -3.885
H -0.972 1.795 -1.140 1.764 -1.289 1.040
H -1.162 1.528 0.533 0.932 0.845 0.497
H 0.671 2.078 -0.210 -2.676 -1.474 0.763
H 0.533 -1.436 1.520 0.270 0.817 -0.642
H 1.651 -1.359 0.165 0.343 0.277 0.170
H 1.681 0.073 1.486 -2.077 -2.052 -2.459
```
Positions in Å, forces in eV/Å.

Properties
SMILES = CN(C)[N+](=O)[O-]
strongest force on any atom = 6.3 eV Å⁻¹
LUMO level = 0.7 eV
ΔE to the lowest compared entry with this formula, charge and spin = 624.9 kJ/mol
electronic energy = -339.59463 Ha
Kohn-Sham gap = 0.3904 Ha

***

Copy entry 2 word for word.
The following is a DFT calculation (ωB97M-V with the def2-TZVPD basis set) of one molecule with the formula C4H3NO2 at a distorted geometry.

Geometry as XYZ:
```
10
Properties=species:S:1:pos:R:3:forces:R:3
C -1.655 -0.159 0.295 -1.149 -0.342 -0.385
C -1.063 1.920 0.053 1.444 1.410 -0.262
C -2.911 -0.009 0.030 1.147 -1.571 0.854
C -0.342 -0.710 0.061 2.064 0.828 3.549
N 0.178 1.647 0.031 -1.074 1.492 0.271
O -4.059 0.141 -0.071 -0.707 0.433 -0.284
O 0.666 0.325 0.220 1.558 -1.395 -0.129
H 0.193 -1.491 0.789 -2.025 1.238 -1.306
H -0.293 -1.099 -0.899 0.046 -0.781 -2.126
H 1.013 2.310 0.079 -1.304 -1.313 -0.183
```
Positions in Å, forces in eV/Å.

Properties
spin multiplicity = 3
⟨S²⟩ = 2.02
strongest force on any atom = 4.2 eV Å⁻¹
LUMO level (spin up / spin down) = 0.7 / -2.4 eV
ΔE to the lowest compared entry with this formula, charge and spin = 482.0 kJ/mol
electronic energy = -359.13195 Ha
Kohn-Sham gap (spin up / spin down) = 0.2647 / 0.2384 Ha